No. 1
Entry from OMol25: a structure of composition C23H48IrNOP3S (ωB97M-V/def2-TZVPD).

Geometry as XYZ:
```
78
Properties=species:S:1:pos:R:3
Ir -0.094 -0.696 -0.392
P 1.701 -0.147 -1.880
P -0.433 1.678 -0.219
P 0.213 -2.810 -1.054
H -3.888 -1.053 0.602
C -2.848 -1.019 0.179
C -1.798 -1.041 1.109
H -1.789 -0.207 1.846
C 1.004 0.092 -3.594
C 2.720 1.429 -1.719
C 3.190 -1.240 -2.196
C -1.716 2.004 1.027
C 0.725 3.027 0.361
C -1.158 2.465 -1.712
C -1.097 -3.821 -0.121
C 1.663 -3.897 -0.641
C -0.338 -3.135 -2.745
H -2.612 -1.411 -0.813
H -1.921 -1.847 1.860
H 1.510 0.923 -4.119
H -0.063 0.333 -3.491
H 1.089 -0.836 -4.181
H 3.623 1.424 -2.361
H 3.026 1.535 -0.665
H 2.101 2.293 -2.008
H 4.034 -0.674 -2.656
H 2.887 -2.080 -2.846
H 3.527 -1.642 -1.224
H -1.552 2.890 1.645
H -1.793 1.187 1.744
H -2.669 2.114 0.507
H 0.215 3.999 0.238
H 1.655 3.040 -0.221
H 0.943 2.934 1.439
H -1.554 3.450 -1.434
H -1.981 1.843 -2.091
H -0.354 2.612 -2.446
H -1.429 -4.572 -0.864
H -1.980 -3.322 0.336
H -0.508 -4.367 0.643
H 1.376 -4.950 -0.474
H 2.157 -3.600 0.293
H 2.472 -3.911 -1.381
H -0.933 -4.048 -2.812
H 0.451 -3.212 -3.486
H -0.995 -2.331 -3.075
C -5.494 2.229 0.662
C -4.793 1.692 -0.406
C -5.133 2.125 -1.688
C -5.965 3.211 -1.945
C -6.636 3.785 -0.858
C -6.489 3.199 0.416
S -5.029 1.795 2.263
H -4.295 2.852 2.571
H -3.961 1.007 -0.183
H -4.714 1.576 -2.515
H -6.021 3.607 -2.971
H -7.239 4.672 -1.077
H -7.021 3.418 1.338
O 0.583 -0.880 1.713
C 1.720 -0.676 2.237
C 2.308 -1.724 3.152
C 3.638 -2.323 2.666
C 4.862 -1.434 2.953
C 4.854 -0.081 2.203
C 3.692 0.840 2.616
N 2.414 0.445 1.958
H 2.509 -1.254 4.126
H 1.583 -2.544 3.289
H 3.790 -3.279 3.197
H 3.586 -2.539 1.584
H 4.914 -1.241 4.041
H 5.772 -1.979 2.649
H 5.761 0.484 2.490
H 4.814 -0.233 1.101
H 3.493 0.799 3.708
H 3.882 1.882 2.303
H 1.838 1.169 1.499
```

Computed properties:
Molecular weight (g mol⁻¹): 671.85
HOMO (alpha / beta) (eV): -19.87 / -20.18
LUMO energy (alpha / beta) (eV): -11.30 / -14.97
2S+1: 6
⟨S²⟩: 8.787
HOMO-LUMO gap (alpha / beta) (eV): 8.572 / 5.206
Energy relative to the best compared isomer or geometry (same formula, charge and spin) (kJ/mol): 155.26
Net charge: +4

***

No. 2
Entry from OMol25: a structure of composition C23H49AlN4P3Se (ωB97M-V/def2-TZVPD).

Geometry as XYZ:
```
81
Properties=species:S:1:pos:R:3
Al -0.087 -0.517 0.920
P -0.505 -0.711 3.376
P 2.192 2.362 -1.343
P -1.156 -2.569 0.374
H -0.060 -0.794 -4.535
C -0.830 -0.201 -4.015
C -0.628 1.242 -4.140
H -0.074 1.640 -4.987
C 0.254 -2.230 4.056
C 0.360 0.587 4.333
C -2.160 -0.684 4.152
C 2.482 1.467 -2.920
C 2.411 4.082 -1.949
C 3.824 2.140 -0.532
C -1.448 -2.856 -1.398
C -2.785 -2.896 1.132
C -0.178 -4.034 0.848
H -1.832 -0.578 -4.282
H -1.264 1.911 -3.554
H 0.373 -2.094 5.140
H 1.240 -2.404 3.605
H -0.390 -3.099 3.870
H 0.365 0.296 5.394
H -0.161 1.548 4.227
H 1.395 0.702 3.986
H -2.066 -0.948 5.216
H -2.838 -1.397 3.666
H -2.593 0.323 4.075
H 3.201 2.031 -3.530
H 1.529 1.360 -3.466
H 2.885 0.468 -2.709
H 3.341 4.153 -2.529
H 2.458 4.759 -1.086
H 1.555 4.364 -2.576
H 4.633 2.427 -1.218
H 3.939 1.095 -0.212
H 3.856 2.780 0.360
H -1.971 -3.814 -1.533
H -0.496 -2.891 -1.944
H -2.069 -2.053 -1.820
H -3.174 -3.842 0.730
H -3.491 -2.090 0.890
H -2.701 -2.982 2.223
H -0.820 -4.924 0.785
H 0.205 -3.938 1.871
H 0.675 -4.153 0.170
C 2.590 -1.922 0.213
C 2.270 -1.972 -1.152
C 2.624 -3.100 -1.903
C 3.338 -4.144 -1.304
C 3.702 -4.065 0.047
C 3.331 -2.952 0.807
Se 1.991 -0.405 1.391
H -0.698 -0.413 -2.824
H 1.740 -1.136 -1.615
H 2.344 -3.152 -2.958
H 3.618 -5.018 -1.896
H 4.275 -4.869 0.511
H 3.596 -2.872 1.862
C -2.570 1.111 0.909
N -1.128 1.162 0.431
C -0.506 2.425 0.967
N -1.263 3.610 0.555
C -2.656 3.502 1.030
N -3.317 2.296 0.483
C -3.288 2.392 -0.994
N -1.906 2.483 -1.497
C -1.160 1.306 -1.066
C -1.296 3.689 -0.916
H -2.586 1.071 2.005
H -3.055 0.221 0.487
H 0.513 2.508 0.554
H -0.482 2.377 2.062
H -3.209 4.386 0.684
H -2.663 3.450 2.126
H -3.773 1.503 -1.419
H -3.823 3.303 -1.291
H -0.123 1.413 -1.429
H -1.644 0.417 -1.486
H -1.911 4.554 -1.201
H -0.270 3.804 -1.295
```

Computed properties:
Molecular weight (g mol⁻¹): 580.54
HOMO (eV): -16.17
LUMO energy (eV): -12.02
HOMO-LUMO gap (eV): 4.147
Energy relative to the best compared isomer or geometry (same formula, charge and spin) (kJ/mol): 0.00
Net charge: +3

***

No. 3
Entry from OMol25: a cluster of 5 separate species, C23H49BClFN3O4 in total (ωB97M-V/def2-TZVPD).

Geometry as XYZ:
```
82
Properties=species:S:1:pos:R:3
C 1.306 -1.389 0.880
C 0.650 -1.511 -0.637
F 1.252 -0.472 -1.545
B -1.009 -1.487 -0.637
Cl -1.597 -1.672 -2.423
C -1.658 -0.076 -0.081
C -3.123 -0.329 0.684
C -4.385 -0.039 -0.373
C -5.776 0.023 0.548
N -7.018 -0.380 -0.183
C -7.788 -1.512 0.429
N -7.698 -2.024 1.695
N -8.860 -2.163 -0.473
H 2.419 -1.810 0.792
H 0.755 -2.043 1.685
H 1.393 -0.281 1.260
H 0.968 -2.574 -1.077
H -1.449 -2.387 -0.008
H -1.919 0.570 -1.049
H -0.973 0.513 0.672
H -3.195 -1.384 1.188
H -3.192 0.551 1.483
H -4.459 -0.842 -1.222
H -4.171 1.053 -0.807
H -5.531 -0.548 1.534
H -5.889 1.176 0.833
H -7.612 0.416 -0.501
H -8.389 -2.827 1.800
H -9.766 -2.225 0.075
H -9.046 -1.468 -1.257
C 2.071 1.888 -5.270
C 1.402 0.630 -4.780
C 0.305 1.179 -3.895
O -0.074 2.450 -4.440
C 0.898 2.831 -5.424
H 2.635 1.754 -6.197
H 2.757 2.266 -4.503
H 0.963 0.089 -5.627
H 2.076 -0.050 -4.253
H 0.665 1.347 -2.874
H -0.569 0.521 -3.853
H 0.433 2.727 -6.411
H 1.179 3.878 -5.279
C -0.358 -5.466 3.910
C 0.694 -6.323 3.255
C 1.364 -5.341 2.319
O 1.266 -4.048 2.931
C 0.350 -4.134 4.031
H -0.705 -5.853 4.872
H -1.225 -5.369 3.246
H 1.411 -6.670 4.008
H 0.290 -7.197 2.738
H 0.847 -5.295 1.355
H 2.416 -5.585 2.139
H 0.933 -4.077 4.957
H -0.342 -3.287 4.002
C 4.820 6.427 -3.719
C 3.570 6.163 -2.920
C 2.499 6.194 -3.989
O 3.110 5.738 -5.204
C 4.531 5.696 -5.011
H 5.735 6.082 -3.230
H 4.918 7.502 -3.911
H 3.620 5.164 -2.472
H 3.397 6.888 -2.121
H 2.137 7.214 -4.159
H 1.644 5.557 -3.745
H 4.827 4.643 -4.947
H 5.033 6.148 -5.871
C 3.620 -0.078 5.386
C 2.370 -0.342 6.184
C 1.299 -0.310 5.115
O 1.910 -0.766 3.900
C 3.331 -0.809 4.093
H 4.535 -0.422 5.875
H 3.718 0.997 5.193
H 2.420 -1.341 6.633
H 2.197 0.384 6.983
H 0.937 0.710 4.945
H 0.444 -0.947 5.359
H 3.627 -1.861 4.157
H 3.833 -0.356 3.233
```

Computed properties:
Molecular weight (g mol⁻¹): 496.93
HOMO (eV): -4.92
LUMO energy (eV): 2.60
HOMO-LUMO gap (eV): 7.520
Net charge: -1

***

No. 4
Entry from OMol25: a structure of composition C23H49CeN3P4S (ωB97M-V/def2-TZVPD).

Geometry as XYZ:
```
81
Properties=species:S:1:pos:R:3
Ce 0.138 0.030 -0.467
P 1.566 2.073 1.257
P -1.780 1.213 2.039
P -1.494 2.749 -0.975
H 0.063 -3.525 -6.510
C 0.157 -2.478 -6.830
C 1.353 -1.891 -6.771
H 2.144 -2.350 -6.198
C 3.134 1.463 2.018
C 1.122 3.327 2.545
C 2.248 3.247 -0.006
C -3.459 0.473 1.901
C -1.476 0.750 3.791
C -2.362 2.918 2.450
C -1.280 3.202 -2.748
C -1.339 4.481 -0.339
C -3.349 2.608 -1.029
H -0.705 -2.089 -7.368
H 1.628 -1.115 -7.500
H 3.547 0.627 1.429
H 2.939 1.118 3.051
H 3.856 2.298 2.029
H 0.691 2.834 3.431
H 0.399 4.044 2.124
H 2.027 3.883 2.846
H 2.655 2.687 -0.865
H 3.047 3.832 0.483
H 1.452 3.927 -0.352
H -4.094 0.760 2.749
H -3.348 -0.613 1.888
H -3.936 0.794 0.974
H -2.155 1.269 4.487
H -0.452 0.997 4.091
H -1.605 -0.329 3.936
H -2.963 2.921 3.367
H -2.977 3.362 1.668
H -1.523 3.587 2.633
H -2.016 3.972 -3.017
H -1.418 2.322 -3.382
H -0.262 3.574 -2.911
H -2.023 5.139 -0.898
H -0.312 4.837 -0.483
H -1.581 4.554 0.725
H -3.731 3.292 -1.807
H -3.817 2.854 -0.065
H -3.591 1.569 -1.298
C 0.306 -0.433 -3.688
C -1.093 -0.467 -4.007
C -1.672 -1.737 -4.175
C -0.871 -2.900 -4.315
C 0.501 -2.817 -4.029
C 1.119 -1.605 -3.800
S 1.053 0.964 -3.109
H -1.264 0.356 -1.723
H -1.699 0.483 -4.092
H -2.757 -1.800 -4.287
H -1.300 -3.836 -4.740
H 1.123 -3.717 -4.107
H 2.212 -1.463 -3.894
C 1.642 -4.417 1.619
N 2.433 -3.191 1.444
C 2.953 -2.759 2.753
N 1.901 -2.591 3.754
C 1.135 -3.840 3.883
N 0.561 -4.277 2.607
C -0.516 -3.414 2.148
P 0.140 -1.669 1.869
C 1.675 -2.138 0.758
C 1.042 -1.445 3.503
H 2.320 -5.187 2.013
H 1.215 -4.703 0.652
H 3.505 -1.819 2.631
H 3.609 -3.566 3.113
H 0.322 -3.681 4.604
H 1.833 -4.619 4.217
H -0.937 -3.799 1.209
H -1.309 -3.405 2.912
H 1.390 -2.543 -0.228
H 2.336 -1.263 0.589
H 0.328 -1.370 4.342
H 1.649 -0.527 3.482
```

Computed properties:
Molecular weight (g mol⁻¹): 663.75
HOMO (alpha / beta) (eV): -18.67 / -18.67
LUMO energy (alpha / beta) (eV): -15.85 / -15.85
HOMO-LUMO gap (alpha / beta) (eV): 2.827 / 2.827
Net charge: +4

***

No. 5
Entry from OMol25: a cluster of 3 separate species, C23H49Cl2N6O5 in total (ωB97M-V/def2-TZVPD).

Geometry as XYZ:
```
85
Properties=species:S:1:pos:R:3
C 2.827 3.402 1.600
C 2.040 4.481 0.858
C 2.881 5.693 0.472
C 3.790 5.428 -0.749
C 5.207 5.048 -0.250
C 5.975 4.414 -1.409
N 6.954 3.342 -1.003
C 6.525 2.088 -1.185
N 5.917 1.355 -0.289
N 6.723 1.560 -2.508
N 5.443 1.011 -2.929
C 4.814 1.766 -3.674
O 4.125 2.498 -4.253
C 7.638 3.564 0.244
Cl 7.033 3.043 1.798
C 8.792 4.182 0.204
C 9.666 4.481 1.360
Cl 9.411 4.708 -1.327
H 3.475 3.823 2.364
H 3.505 2.903 0.891
H 2.200 2.618 2.005
H 1.260 4.829 1.530
H 1.612 4.020 -0.027
H 3.520 5.975 1.309
H 2.259 6.556 0.261
H 3.817 6.242 -1.464
H 3.406 4.525 -1.227
H 5.711 5.931 0.127
H 5.046 4.383 0.591
H 5.264 3.988 -2.107
H 6.533 5.191 -1.919
H 5.200 1.741 0.314
H 6.203 0.403 -0.110
H 7.343 0.753 -2.420
H 10.043 5.494 1.252
H 9.174 4.428 2.321
H 10.541 3.841 1.380
C -2.203 -1.041 -1.600
O -3.151 -0.347 -0.816
C -3.691 -1.116 0.261
C -3.182 -0.617 1.598
N -1.765 -0.926 1.781
C -1.138 -0.241 2.908
C -1.108 1.286 2.910
O -0.271 1.865 1.918
C -0.857 1.974 0.630
H -2.027 -0.454 -2.502
H -1.247 -1.154 -1.075
H -2.573 -2.027 -1.894
H -3.504 -2.183 0.132
H -4.774 -0.969 0.234
H -3.754 -1.094 2.399
H -3.368 0.463 1.639
H -1.267 -0.677 0.938
H -0.102 -0.588 2.947
H -1.618 -0.580 3.831
H -0.679 1.597 3.866
H -2.109 1.731 2.872
H -1.930 2.164 0.680
H -0.661 1.079 0.035
H -0.382 2.812 0.119
C -6.674 -7.043 -3.215
O -7.624 -6.328 -2.446
C -8.149 -7.054 -1.341
C -7.636 -6.505 -0.024
N -6.218 -6.795 0.160
C -5.589 -6.065 1.259
C -5.573 -4.539 1.208
O -4.747 -3.987 0.194
C -5.341 -3.928 -1.093
H -6.512 -6.488 -4.138
H -5.714 -7.129 -2.695
H -7.039 -8.041 -3.470
H -7.948 -8.125 -1.431
H -9.234 -6.918 -1.365
H -8.200 -6.958 0.796
H -7.834 -5.426 -0.021
H -5.726 -6.571 -0.693
H -4.550 -6.402 1.304
H -6.061 -6.377 2.196
H -5.140 -4.193 2.151
H -6.577 -4.104 1.161
H -6.416 -3.746 -1.043
H -5.138 -4.840 -1.659
H -4.875 -3.103 -1.636
```

Computed properties:
Molecular weight (g mol⁻¹): 560.59
HOMO (eV): -9.83
LUMO energy (eV): -4.88
HOMO-LUMO gap (eV): 4.947
Net charge: +1

***

No. 6
Entry from OMol25: a structure of composition C23H49CrN4OP3 (ωB97M-V/def2-TZVPD).

Geometry as XYZ:
```
81
Properties=species:S:1:pos:R:3
Cr 0.995 -0.176 0.269
P -0.857 -1.044 -1.601
P 2.755 -1.669 0.241
P 1.690 1.169 -1.607
H -1.131 3.770 2.441
C -1.220 4.157 1.424
C -2.208 3.769 0.604
H -2.932 2.994 0.883
C -2.418 -1.939 -1.200
C -0.103 -2.333 -2.678
C -1.625 0.105 -2.819
C 3.891 -1.498 1.674
C 2.436 -3.460 0.424
C 3.885 -1.698 -1.178
C 0.470 2.520 -1.744
C 1.884 0.419 -3.278
C 3.264 2.080 -1.466
H -0.515 4.945 1.121
H -2.375 4.253 -0.368
H -3.074 -1.340 -0.554
H -2.236 -2.923 -0.746
H -2.938 -2.099 -2.158
H 0.354 -3.115 -2.059
H 0.657 -1.919 -3.346
H -0.911 -2.775 -3.274
H -2.010 0.985 -2.288
H -2.475 -0.414 -3.283
H -0.937 0.422 -3.608
H 4.665 -0.753 1.464
H 4.376 -2.469 1.843
H 3.384 -1.207 2.596
H 3.354 -3.993 0.129
H 1.605 -3.802 -0.204
H 2.226 -3.713 1.472
H 4.655 -2.456 -0.958
H 4.369 -0.722 -1.330
H 3.338 -1.992 -2.085
H 0.982 3.444 -2.041
H -0.021 2.679 -0.774
H -0.298 2.280 -2.488
H 2.423 1.116 -3.933
H 0.921 0.183 -3.739
H 2.475 -0.503 -3.213
H 3.311 2.790 -2.302
H 4.122 1.400 -1.511
H 3.299 2.640 -0.525
C 3.502 2.387 2.022
C 4.560 1.792 2.729
C 5.712 2.542 2.989
C 5.845 3.839 2.476
C 4.774 4.422 1.790
C 3.569 3.736 1.635
O 2.363 1.648 1.739
H 2.556 0.763 1.212
H 4.478 0.753 3.058
H 6.502 2.083 3.591
H 6.778 4.395 2.627
H 4.895 5.422 1.381
H 2.712 4.203 1.150
C -0.503 -2.393 1.684
N -0.187 -0.957 1.931
C 0.345 -0.838 3.298
N -0.608 -1.368 4.304
C -0.904 -2.785 3.988
N -1.485 -2.906 2.635
C -2.725 -2.104 2.569
N -2.445 -0.667 2.839
C -1.451 -0.177 1.860
C -1.872 -0.608 4.203
H 0.405 -2.996 1.795
H -0.894 -2.527 0.666
H 0.526 0.218 3.537
H 1.276 -1.413 3.387
H -1.640 -3.171 4.709
H 0.023 -3.380 4.029
H -3.174 -2.211 1.570
H -3.427 -2.467 3.339
H -1.247 0.888 2.057
H -1.908 -0.280 0.864
H -2.604 -1.070 4.884
H -1.676 0.439 4.480
```

Computed properties:
Molecular weight (g mol⁻¹): 542.59
HOMO (alpha / beta) (eV): -16.48 / -16.87
LUMO energy (alpha / beta) (eV): -12.74 / -10.34
2S+1: 4
⟨S²⟩: 4.094
HOMO-LUMO gap (alpha / beta) (eV): 3.743 / 6.526
Net charge: +3